185
Properties=species:S:1:pos:R:3 method="wB97M-V/def2-TZVPD" homo_energy_ev=-8.355 total_charge=0
C -20.69 17.14 -13.87
O -21.67 18.17 -14.04
C -22.97 17.78 -13.62
C -23.82 19.02 -13.38
N -23.41 19.92 -12.29
C -23.71 19.29 -10.97
C -22.92 19.98 -9.89
O -21.53 19.89 -10.05
C -20.96 18.60 -9.86
H -20.61 16.93 -12.80
H -19.74 17.52 -14.21
H -21.06 16.23 -14.34
H -22.90 17.13 -12.74
H -23.35 17.18 -14.46
H -24.86 18.72 -13.29
H -23.83 19.69 -14.24
H -22.41 20.09 -12.37
H -23.49 18.23 -11.08
H -24.79 19.40 -10.87
H -23.34 19.84 -8.88
H -23.09 21.07 -9.99
H -21.20 18.18 -8.88
H -19.89 18.71 -10.01
H -21.32 17.98 -10.69
C -16.31 15.97 -15.02
O -16.50 14.95 -15.96
C -17.64 14.16 -15.70
C -18.13 13.31 -16.86
N -18.94 14.12 -17.78
C -18.89 13.77 -19.19
C -19.52 12.44 -19.49
O -19.10 11.95 -20.75
C -19.72 10.72 -21.12
H -15.40 16.53 -15.23
H -16.06 15.54 -14.04
H -17.22 16.55 -14.85
H -18.46 14.83 -15.38
H -17.46 13.53 -14.82
H -18.76 12.53 -16.45
H -17.25 12.93 -17.40
H -18.76 15.11 -17.65
H -17.86 13.84 -19.56
H -19.34 14.54 -19.82
H -20.61 12.60 -19.61
H -19.45 11.73 -18.65
H -19.56 10.03 -20.29
H -19.30 10.36 -22.05
H -20.79 10.77 -21.32
C -23.98 13.45 -20.82
O -24.85 12.56 -21.53
C -25.84 13.25 -22.26
C -27.08 13.70 -21.43
N -27.99 12.64 -21.09
C -27.46 11.53 -20.26
C -28.51 10.49 -20.03
O -29.04 10.04 -21.26
C -29.85 8.92 -21.13
H -24.50 14.20 -20.23
H -23.28 13.95 -21.50
H -23.28 12.88 -20.21
H -26.03 12.70 -23.18
H -25.45 14.19 -22.68
H -27.55 14.55 -21.91
H -26.59 14.04 -20.51
H -28.27 12.06 -21.89
H -27.09 11.96 -19.32
H -26.59 11.06 -20.74
H -29.29 10.72 -19.29
H -27.98 9.62 -19.61
H -29.36 8.07 -20.63
H -30.03 8.41 -22.08
H -30.80 9.12 -20.64
C -20.96 14.47 -26.84
O -19.70 13.79 -26.96
C -19.77 12.67 -27.80
C -18.37 12.08 -28.07
N -17.79 11.45 -26.92
C -18.40 10.18 -26.49
C -17.70 9.54 -25.30
O -18.26 8.24 -25.22
C -18.14 7.65 -23.94
H -21.51 14.46 -27.78
H -20.65 15.49 -26.61
H -21.51 14.04 -26.00
H -20.51 12.63 -28.62
H -20.38 11.86 -27.34
H -17.77 12.92 -28.43
H -18.46 11.43 -28.94
H -17.96 12.11 -26.16
H -18.42 9.43 -27.29
H -19.46 10.34 -26.27
H -17.82 10.11 -24.38
H -16.61 9.49 -25.44
H -18.30 6.57 -24.01
H -18.82 8.07 -23.20
H -17.08 7.73 -23.68
C -14.91 12.95 -12.85
C -14.31 12.73 -11.51
O -14.10 13.88 -10.70
O -13.99 13.53 -13.79
H -15.78 13.60 -12.75
H -15.21 11.98 -13.27
H -13.38 12.16 -11.63
H -14.96 12.06 -10.95
H -13.39 14.38 -11.12
H -13.56 12.86 -14.32
C -19.52 18.15 -17.73
C -19.21 19.14 -16.62
O -20.40 19.82 -16.24
O -18.49 17.13 -17.82
H -19.44 18.72 -18.65
H -20.46 17.62 -17.61
H -18.47 19.90 -16.88
H -18.63 18.70 -15.80
H -20.92 19.20 -15.71
H -17.92 17.39 -18.55
C -23.53 11.09 -15.97
C -22.89 11.63 -17.25
O -22.06 10.65 -17.82
O -24.10 12.19 -15.25
H -22.73 10.75 -15.31
H -24.29 10.38 -16.29
H -22.30 12.52 -17.01
H -23.61 12.04 -17.96
H -22.17 10.59 -18.79
H -24.46 11.84 -14.43
C -15.63 10.07 -21.10
C -15.59 11.01 -19.90
O -15.93 12.35 -20.26
O -16.80 10.14 -21.91
H -15.53 9.07 -20.67
H -14.78 10.33 -21.75
H -14.58 11.00 -19.49
H -16.35 10.64 -19.21
H -15.69 12.90 -19.50
H -17.32 10.83 -21.48
C -24.57 8.56 -19.78
C -23.61 9.08 -20.84
O -23.01 10.26 -20.33
O -23.88 8.09 -18.64
H -25.20 7.77 -20.20
H -25.28 9.34 -19.50
H -24.18 9.32 -21.74
H -22.93 8.29 -21.17
H -23.13 11.03 -20.89
H -23.38 8.84 -18.28
C -17.46 15.78 -10.17
C -17.69 16.15 -11.64
O -17.89 17.53 -11.99
O -16.13 16.11 -9.84
H -17.73 14.73 -10.03
H -18.06 16.44 -9.55
H -18.39 15.54 -12.21
H -16.76 15.88 -12.16
H -17.25 17.68 -12.70
H -15.46 15.51 -10.20
C -14.22 16.09 -18.57
C -13.75 14.63 -18.55
O -14.89 13.84 -18.21
O -13.18 17.05 -18.67
H -14.80 16.16 -17.65
H -14.90 16.35 -19.39
H -12.93 14.58 -17.84
H -13.51 14.28 -19.55
H -15.28 13.94 -17.33
H -12.72 16.97 -19.50
C -19.61 8.87 -15.04
C -18.77 10.00 -14.46
O -19.65 10.95 -13.81
O -19.92 9.15 -16.40
H -20.47 8.75 -14.37
H -18.99 7.98 -15.08
H -18.31 10.54 -15.29
H -18.06 9.63 -13.71
H -19.08 11.52 -13.30
H -20.44 9.97 -16.40
O -17.16 12.99 -22.69
H -18.00 12.53 -22.61
H -16.61 12.60 -22.00
O -14.86 18.94 -13.80
H -13.90 19.03 -13.73
H -15.20 19.82 -13.63
O -13.06 16.31 -13.94
H -12.98 16.38 -12.99
H -13.57 15.50 -14.09